# 1
DFT (the ωB97M-V functional and the def2-TZVPD basis) results for a 4-piece molecular cluster, C3H13NO3 overall.

```
20
Properties=species:S:1:pos:R:3
C 3.041 -0.651 0.886
C 1.766 0.031 0.425
C 0.869 0.563 1.445
N -0.447 0.855 1.198
H 3.679 -0.669 -0.008
H 3.429 -0.138 1.801
H 2.920 -1.749 1.152
H 1.641 0.456 -0.646
H 1.250 0.696 2.432
H -1.034 0.686 1.968
H -0.688 1.732 0.714
O -1.619 2.064 -0.971
H -1.790 1.373 -1.652
H -1.805 2.832 -1.539
O -1.428 -2.208 -0.347
H -1.117 -1.509 0.103
H -0.543 -2.588 -0.807
O -2.579 -0.309 -2.170
H -3.387 -0.658 -2.450
H -2.159 -0.808 -1.535
```

## Properties
- F_max (eV/Å) = 7.02
- orbital gap (eV) = 8.53
- total charge = 0
- SMILES string = C/C=C/N.O.O.O
- LUMO energy (eV) = 0.803
- ΔE to the lowest compared entry with this formula, charge and spin (kJ/mol) = 237.65
- E (eV) = -10952.3085

Listed below, in e, are the Löwdin charges computed for each atom: -0.166 -0.157 -0.214 0.003 0.056 0.076 0.077 0.113 0.084 0.063 0.066 -0.092 0.020 0.054 -0.053 -0.071 0.149 0.006 0.029 -0.042

---

# 2
DFT (the ωB97M-V functional and the def2-TZVPD basis) results for a 4-piece molecular cluster, C3H13NO3 overall.

```
20
Properties=species:S:1:pos:R:3
C -1.069 0.292 1.945
N -0.528 0.687 0.875
C -1.167 0.261 -0.395
C -1.254 1.409 -1.347
H -1.650 -0.625 2.035
H -1.180 0.848 2.887
H -0.590 -0.550 -0.846
H -2.114 -0.237 -0.150
H -0.264 1.857 -1.419
H -1.658 1.035 -2.290
H -1.951 2.161 -0.988
O 0.080 -2.667 0.784
H 0.824 -2.128 0.473
H 0.258 -3.602 0.683
O 2.117 1.441 0.010
H 1.215 1.257 0.352
H 2.798 1.628 0.635
O 1.849 -1.253 -0.845
H 2.026 -0.297 -0.725
H 2.258 -1.518 -1.672
```

## Properties
- F_max (eV/Å) = 2.43
- orbital gap (eV) = 10.40
- total charge = 0
- SMILES string = C=NCC.O.O.O
- LUMO energy (eV) = 0.858
- ΔE to the lowest compared entry with this formula, charge and spin (kJ/mol) = 123.62
- E (eV) = -10953.4904

Listed below, in e, are the Löwdin charges computed for each atom: -0.040 -0.045 -0.303 -0.092 0.072 0.077 0.089 0.110 0.068 0.079 0.072 -0.079 -0.009 0.029 -0.068 0.003 0.037 -0.068 0.015 0.053

---

# 3
DFT (the ωB97M-V functional and the def2-TZVPD basis) results for a 4-piece molecular cluster, C3H13NO3 overall.

```
20
Properties=species:S:1:pos:R:3
C 0.142 2.210 -1.089
C -0.165 0.759 -0.979
C -1.279 0.239 -0.477
N -1.560 -1.142 -0.402
H 0.387 2.637 -0.102
H 1.048 2.483 -1.631
H -0.658 2.875 -1.417
H 0.418 0.077 -1.588
H -1.977 0.869 0.062
H -2.239 -1.476 -1.076
H -0.760 -1.754 -0.527
O 1.461 -2.327 -1.146
H 2.027 -1.654 -1.533
H 1.415 -2.145 -0.199
O -1.080 0.219 2.652
H -0.158 -0.043 2.524
H -1.620 -0.367 2.111
O 1.363 -0.814 1.539
H 1.336 -0.030 0.976
H 1.897 -0.614 2.303
```

## Properties
- F_max (eV/Å) = 2.12
- orbital gap (eV) = 9.13
- total charge = 0
- SMILES string = C/C=C/N.O.O.O
- LUMO energy (eV) = 0.407
- ΔE to the lowest compared entry with this formula, charge and spin (kJ/mol) = 96.57
- E (eV) = -10953.7708

Listed below, in e, are the Löwdin charges computed for each atom: -0.120 -0.197 -0.231 0.034 0.072 0.066 0.074 0.087 0.112 0.082 0.052 -0.061 0.035 0.004 -0.074 -0.012 0.015 -0.040 0.043 0.058